Model 1:
17 unconnected molecules or ions with the total composition C68H187N17O17, computed with ωB97M-V/def2-TZVPD.

The geometry in XYZ format:
```
289
Properties=species:S:1:pos:R:3:lowdin_charge:R:1
C 18.222 14.758 27.713 -0.0365
C 16.817 15.303 27.217 -0.3989
C 15.741 14.196 27.248 -0.2132
O 15.717 13.292 26.185 -0.2199
C 15.313 13.887 24.933 -0.0583
N 16.415 16.484 27.954 0.0249
H 18.616 13.910 27.152 0.0514
H 18.208 14.400 28.743 0.0730
H 19.103 15.397 27.642 0.0617
H 16.823 15.725 26.212 0.1200
H 14.797 14.741 27.225 0.0908
H 15.708 13.769 28.251 0.1207
H 15.358 13.007 24.292 0.0746
H 16.027 14.547 24.440 0.0721
H 14.333 14.342 25.079 0.0821
H 17.072 17.250 27.929 0.0750
H 15.541 16.773 27.538 0.0666
C 21.176 14.060 24.162 -0.0603
C 21.256 12.520 24.153 -0.4089
C 20.342 11.811 23.070 -0.1328
O 18.959 12.205 23.180 -0.2456
C 18.166 11.677 24.212 -0.0885
N 22.642 12.254 23.742 0.0087
H 21.736 14.478 24.999 0.0744
H 20.133 14.376 24.182 0.0627
H 21.563 14.486 23.237 0.0784
H 21.107 12.131 25.160 0.1258
H 20.407 10.736 23.238 0.1158
H 20.776 11.984 22.085 0.1266
H 17.105 11.910 24.117 0.0670
H 18.360 12.025 25.227 0.0848
H 18.151 10.589 24.150 0.0931
H 22.784 11.255 23.716 0.0665
H 23.272 12.645 24.428 0.0705
C 11.066 12.301 14.908 -0.0331
C 11.386 12.586 16.399 -0.4149
C 10.720 11.536 17.299 -0.1969
O 9.335 11.664 17.105 -0.1786
C 8.791 10.540 17.707 -0.1449
N 12.786 12.887 16.577 0.0325
H 10.740 11.264 14.829 0.0442
H 11.868 12.455 14.186 0.0753
H 10.326 13.084 14.746 0.0697
H 10.948 13.565 16.589 0.1215
H 10.915 11.659 18.365 0.0968
H 11.182 10.571 17.090 0.1178
H 8.873 10.499 18.794 0.0889
H 9.023 9.572 17.263 0.0844
H 7.705 10.580 17.615 0.0722
H 13.043 12.792 17.549 0.0605
H 13.018 13.849 16.375 0.0733
C 8.422 5.943 20.292 -0.0534
C 7.446 7.110 20.132 -0.3718
C 7.671 8.362 21.003 -0.1852
O 7.445 8.287 22.427 -0.2014
C 8.617 7.873 23.221 -0.0702
N 7.311 7.494 18.682 0.0401
H 8.281 5.483 21.270 0.0723
H 9.480 6.201 20.325 0.0567
H 8.264 5.237 19.476 0.0575
H 6.463 6.691 20.346 0.1269
H 7.017 9.216 20.825 0.1170
H 8.632 8.824 20.777 0.1040
H 8.597 7.875 24.311 0.0764
H 9.342 8.672 23.064 0.0585
H 9.047 6.938 22.862 0.0546
H 6.499 8.028 18.409 0.0649
H 7.404 6.743 18.014 0.0578
C 12.463 11.037 23.220 -0.0402
C 12.251 11.034 21.684 -0.3931
C 11.977 9.620 21.137 -0.1655
O 12.029 9.522 19.658 -0.1930
C 12.258 8.159 19.130 -0.0519
N 11.209 12.015 21.227 0.0745
H 11.544 10.663 23.671 0.0709
H 12.676 12.053 23.552 0.0569
H 13.388 10.519 23.473 0.0747
H 13.233 11.209 21.246 0.1220
H 11.000 9.279 21.480 0.0971
H 12.681 8.954 21.636 0.1150
H 12.296 8.208 18.041 0.0597
H 11.475 7.421 19.301 0.0662
H 13.151 7.676 19.527 0.0658
H 10.852 11.939 20.285 0.0342
H 10.376 11.753 21.734 0.0457
C 8.758 9.700 14.155 -0.0484
C 7.507 8.771 14.293 -0.4181
C 6.445 8.984 13.142 -0.1194
O 6.883 8.532 11.796 -0.2142
C 6.087 8.912 10.734 -0.1494
N 7.958 7.434 14.383 0.0350
H 9.323 9.461 13.254 0.0832
H 9.390 9.622 15.040 0.0461
H 8.312 10.657 13.886 0.0655
H 7.034 8.992 15.250 0.1227
H 6.285 10.044 12.945 0.0999
H 5.467 8.543 13.336 0.1162
H 6.380 8.348 9.848 0.0906
H 6.160 9.997 10.663 0.0827
H 5.030 8.668 10.843 0.0807
H 7.203 6.784 14.547 0.0760
H 8.405 7.057 13.560 0.0776
C 7.310 13.462 23.964 -0.0503
C 8.195 12.194 24.114 -0.4183
C 8.057 11.413 25.410 -0.1776
O 8.395 12.269 26.484 -0.1989
C 8.698 11.703 27.693 -0.1332
N 7.807 11.415 22.960 0.0475
H 6.272 13.143 24.050 0.0803
H 7.433 14.005 23.027 0.0748
H 7.405 14.108 24.837 0.0664
H 9.260 12.420 24.162 0.1164
H 8.907 10.731 25.386 0.1172
H 7.079 11.002 25.663 0.1371
H 7.836 11.096 27.971 0.0845
H 8.860 12.366 28.543 0.0904
H 9.548 11.031 27.574 0.0855
H 7.106 10.751 23.253 0.0667
H 7.300 11.975 22.290 0.0648
C 4.532 13.232 15.977 -0.0650
C 5.947 12.784 15.820 -0.4853
C 6.653 13.583 14.712 -0.1701
O 5.950 13.487 13.458 -0.1875
C 6.807 13.648 12.341 -0.1208
N 6.662 12.895 17.037 0.0656
H 4.552 14.321 15.957 0.0810
H 3.997 13.053 16.910 0.0765
H 3.859 12.955 15.166 0.0823
H 5.921 11.758 15.452 0.1271
H 7.611 13.083 14.567 0.1014
H 6.688 14.632 15.007 0.1311
H 6.291 13.404 11.412 0.0827
H 7.779 13.165 12.441 0.0793
H 6.999 14.697 12.113 0.0782
H 6.111 12.406 17.727 0.0754
H 7.507 12.342 17.010 0.0236
C 10.111 4.108 17.694 -0.0779
C 10.318 3.363 16.381 -0.4021
C 9.381 2.130 16.363 -0.1729
O 10.110 1.047 15.778 -0.1939
C 10.139 -0.098 16.586 -0.1322
N 10.001 4.347 15.327 0.0446
H 9.039 4.229 17.848 0.0610
H 10.608 5.076 17.639 0.0662
H 10.446 3.596 18.596 0.0688
H 11.352 3.023 16.330 0.1292
H 8.408 2.196 15.877 0.1281
H 9.180 1.864 17.401 0.1045
H 10.434 -0.985 16.027 0.0826
H 9.121 -0.418 16.807 0.0842
H 10.783 -0.053 17.464 0.0834
H 10.549 5.195 15.352 0.0029
H 10.118 3.951 14.405 0.0713
C 15.763 6.471 19.889 -0.0568
C 17.238 6.861 20.185 -0.3723
C 17.443 8.395 20.257 -0.2286
O 17.156 9.212 19.171 -0.2072
C 17.304 10.606 19.464 -0.0810
N 17.518 6.288 21.572 0.0293
H 15.628 5.478 19.459 0.0617
H 15.462 7.160 19.100 0.0514
H 15.118 6.654 20.748 0.0635
H 17.860 6.357 19.445 0.1302
H 18.532 8.429 20.258 0.1193
H 17.068 8.706 21.232 0.1240
H 18.265 10.902 19.043 0.0895
H 17.267 10.910 20.510 0.0627
H 16.500 11.149 18.967 0.0828
H 18.513 6.418 21.682 0.0550
H 17.409 5.291 21.451 0.0604
C 17.530 15.844 20.900 -0.0552
C 17.018 14.569 21.598 -0.4255
C 15.472 14.283 21.354 -0.1645
O 14.581 15.100 22.138 -0.2253
C 13.193 14.920 21.782 -0.0739
N 17.803 13.518 21.030 0.0423
H 18.529 15.980 21.313 0.0770
H 16.867 16.648 21.220 0.0734
H 17.390 15.742 19.824 0.0828
H 17.228 14.652 22.664 0.1138
H 15.301 13.233 21.590 0.1044
H 15.257 14.409 20.293 0.1159
H 13.066 13.873 22.057 0.0582
H 13.106 14.926 20.695 0.0749
H 12.591 15.676 22.285 0.0816
H 18.767 13.765 20.856 0.0762
H 17.982 12.883 21.794 0.0290
C 10.659 15.182 24.793 -0.0782
C 11.162 15.987 25.898 -0.4142
C 12.011 15.087 26.880 -0.1960
O 11.168 14.293 27.649 -0.1740
C 11.932 13.485 28.493 -0.1153
N 11.972 17.060 25.340 0.0349
H 9.779 14.612 25.089 0.0698
H 11.456 14.634 24.291 0.0777
H 10.183 15.841 24.067 0.0769
H 10.316 16.510 26.345 0.1472
H 12.655 15.657 27.551 0.1180
H 12.570 14.394 26.252 0.0972
H 12.302 14.058 29.343 0.1000
H 12.713 12.986 27.919 0.0620
H 11.272 12.687 28.833 0.0759
H 12.602 16.761 24.610 0.0546
H 11.359 17.713 24.872 0.0691
C 7.158 19.430 20.523 -0.0765
C 7.528 17.992 21.085 -0.3694
C 8.854 17.370 20.388 -0.1565
O 9.011 16.080 20.978 -0.2306
C 9.791 15.210 20.134 -0.0795
N 7.681 18.219 22.519 0.0024
H 8.042 20.065 20.468 0.0657
H 6.329 19.951 21.002 0.0677
H 6.942 19.293 19.463 0.0578
H 6.610 17.404 21.106 0.1232
H 9.770 17.946 20.524 0.1221
H 8.706 17.287 19.312 0.1129
H 9.912 14.241 20.618 0.0633
H 10.769 15.690 20.119 0.0737
H 9.342 15.068 19.150 0.0879
H 8.254 17.451 22.837 0.0432
H 6.810 18.164 23.028 0.0691
C 13.465 5.527 14.650 -0.0399
C 12.731 6.690 15.335 -0.4164
C 13.499 8.029 15.453 -0.1869
O 14.444 7.984 16.483 -0.1808
C 14.831 9.194 16.938 -0.1474
N 11.484 6.807 14.599 0.0218
H 14.479 5.389 15.023 0.0783
H 13.633 5.912 13.644 0.0753
H 12.927 4.579 14.606 0.0702
H 12.365 6.395 16.318 0.1191
H 12.784 8.739 15.869 0.0983
H 13.823 8.415 14.487 0.1341
H 15.620 9.118 17.686 0.0669
H 14.041 9.762 17.430 0.0810
H 15.247 9.771 16.111 0.0999
H 10.845 7.509 14.945 0.0636
H 11.699 6.960 13.624 0.0829
C 14.206 0.842 19.206 -0.0571
C 13.668 1.838 20.243 -0.3847
C 13.422 1.098 21.539 -0.2220
O 12.335 0.208 21.407 -0.1925
C 11.701 -0.283 22.505 -0.1406
N 14.712 2.896 20.553 0.0442
H 14.886 0.061 19.544 0.0813
H 14.698 1.287 18.340 0.0702
H 13.274 0.394 18.861 0.0648
H 12.756 2.302 19.867 0.1230
H 13.204 1.782 22.359 0.1020
H 14.312 0.627 21.956 0.1270
H 11.590 0.443 23.311 0.0811
H 12.342 -1.063 22.916 0.0867
H 10.762 -0.675 22.113 0.0962
H 15.293 3.172 19.774 0.0428
H 14.251 3.673 21.005 0.0115
C 10.763 4.070 22.359 -0.0662
C 11.547 5.315 22.689 -0.4184
C 11.448 5.774 24.230 -0.1402
O 12.210 6.994 24.470 -0.2106
C 11.614 7.887 25.494 -0.0604
N 12.904 5.149 22.136 0.0712
H 11.229 3.143 22.691 0.0653
H 10.716 4.155 21.273 0.0690
H 9.796 4.058 22.861 0.0786
H 10.990 6.050 22.109 0.0945
H 11.878 4.975 24.834 0.1205
H 10.412 5.896 24.547 0.1042
H 10.705 8.378 25.148 0.0557
H 12.214 8.766 25.728 0.0563
H 11.546 7.346 26.438 0.0894
H 12.874 5.647 21.258 0.0583
H 13.347 5.806 22.763 0.0648
C 16.135 10.213 27.315 -0.0738
C 14.705 10.282 27.778 -0.4140
C 14.420 11.028 29.115 -0.1834
O 15.187 10.414 30.155 -0.1844
C 14.450 10.332 31.438 -0.0545
N 14.084 10.851 26.593 0.0343
H 16.258 9.682 26.371 0.0826
H 16.671 9.586 28.028 0.0725
H 16.596 11.197 27.398 0.0761
H 14.289 9.275 27.749 0.1321
H 13.336 11.041 29.224 0.1111
H 14.721 12.034 28.825 0.0928
H 14.281 11.371 31.722 0.0840
H 15.044 9.727 32.123 0.0841
H 13.491 9.830 31.313 0.0777
H 14.495 11.733 26.324 0.0342
H 14.186 10.150 25.872 0.0517
```

Results
* E_LUMO: 0.468 eV
* orbital gap: 9.13 eV


Model 2:
17 unconnected molecules or ions with the total composition C68H187N17O17, computed with ωB97M-V/def2-TZVPD.

The geometry in XYZ format:
```
289
Properties=species:S:1:pos:R:3:lowdin_charge:R:1
C -0.928 -0.165 35.582 -0.0634
C -1.603 -1.439 36.174 -0.3996
C -2.403 -0.987 37.331 -0.2365
O -3.065 -2.110 37.857 -0.1848
C -4.080 -1.778 38.757 -0.1223
N -2.270 -2.077 35.009 0.0785
H -0.329 0.409 36.311 0.0795
H -1.660 0.406 35.058 0.0364
H -0.226 -0.549 34.844 0.0757
H -0.827 -2.169 36.465 0.1498
H -3.191 -0.329 36.930 0.1162
H -1.815 -0.425 38.069 0.1342
H -4.682 -0.878 38.461 0.0856
H -3.759 -1.561 39.778 0.0882
H -4.734 -2.648 38.703 0.0773
H -3.140 -1.585 34.794 0.0673
H -2.565 -3.003 35.259 0.0434
C -1.401 3.489 31.032 -0.0556
C -2.121 2.831 32.187 -0.4113
C -2.455 1.383 31.970 -0.2161
O -1.354 0.729 31.397 -0.1793
C -1.593 -0.693 31.380 -0.0801
N -1.255 3.106 33.358 0.0644
H -0.347 3.419 31.064 0.0613
H -1.569 4.589 30.936 0.0563
H -1.836 3.092 30.119 0.0786
H -3.112 3.353 32.327 0.1185
H -3.307 1.105 31.339 0.1152
H -2.588 0.999 32.988 0.1124
H -0.886 -1.093 30.711 0.0767
H -2.561 -0.844 30.912 0.0489
H -1.488 -1.265 32.307 0.0795
H -1.402 2.472 34.125 0.0192
H -0.256 2.963 33.092 0.1037
C -4.063 8.800 29.462 -0.0640
C -4.095 9.634 28.204 -0.4418
C -5.524 10.063 27.881 -0.2176
O -6.345 8.955 27.543 -0.2052
C -7.692 9.296 27.313 -0.1226
N -3.340 10.836 28.526 0.0501
H -4.688 7.897 29.386 0.0689
H -4.439 9.438 30.290 0.0785
H -3.037 8.462 29.525 0.0796
H -3.720 9.057 27.396 0.1253
H -5.556 10.794 27.013 0.1360
H -5.983 10.596 28.807 0.1451
H -7.833 9.937 26.402 0.0995
H -8.109 9.879 28.099 0.0492
H -8.191 8.287 27.232 0.0908
H -3.636 11.564 27.886 0.0688
H -3.600 11.117 29.431 0.0440
C -9.909 10.430 34.596 -0.0466
C -9.577 9.190 33.667 -0.4222
C -8.414 9.488 32.771 -0.2394
O -8.211 8.382 31.924 -0.1789
C -7.476 8.745 30.760 -0.0923
N -9.370 7.999 34.497 0.0494
H -10.420 10.062 35.524 0.0824
H -10.639 11.099 34.061 0.0903
H -9.005 10.849 34.938 0.0444
H -10.450 8.976 33.033 0.1372
H -7.509 9.689 33.460 0.1529
H -8.562 10.381 32.197 0.1168
H -7.955 9.323 30.052 0.0446
H -7.228 7.822 30.269 0.0625
H -6.517 9.256 30.967 0.0896
H -9.111 7.168 33.985 0.0557
H -8.774 8.137 35.256 0.0427
C -1.630 2.968 37.145 -0.0518
C -3.048 3.420 37.028 -0.4112
C -3.123 4.950 37.050 -0.2255
O -2.574 5.434 38.265 -0.2202
C -1.761 6.638 38.218 -0.0780
N -3.693 2.848 35.793 0.0646
H -1.160 3.567 37.896 0.0770
H -1.158 3.073 36.175 0.0674
H -1.572 1.922 37.389 0.0466
H -3.700 3.091 37.897 0.1580
H -4.182 5.329 36.849 0.1373
H -2.472 5.316 36.197 0.1119
H -1.260 6.688 39.242 0.1087
H -2.441 7.477 37.962 0.0950
H -0.898 6.573 37.612 0.0530
H -3.222 3.210 34.946 0.0461
H -4.702 2.781 35.655 0.0405
C -9.722 5.064 31.303 -0.0592
C -9.765 4.824 29.836 -0.4454
C -11.130 4.699 29.210 -0.1499
O -11.652 3.392 29.658 -0.2435
C -11.762 2.438 28.529 -0.0890
N -9.254 6.034 29.189 0.0582
H -8.678 5.209 31.716 0.0740
H -10.043 4.261 31.983 0.0730
H -10.232 5.973 31.650 0.0882
H -9.168 3.945 29.613 0.1188
H -11.053 4.737 28.076 0.1175
H -11.924 5.416 29.508 0.1386
H -12.588 1.755 28.758 0.0827
H -10.827 1.850 28.493 0.0469
H -11.954 2.872 27.507 0.0947
H -9.034 6.086 28.155 0.0810
H -8.472 6.457 29.656 0.0225
C -9.435 -1.460 28.769 -0.0333
C -8.237 -0.554 29.067 -0.3831
C -7.195 -0.892 28.008 -0.1908
O -6.589 -2.166 28.231 -0.2123
C -5.674 -2.611 27.293 -0.1027
N -8.499 0.928 29.103 0.1027
H -10.142 -1.359 29.538 0.0306
H -9.104 -2.489 28.816 0.0883
H -9.832 -1.108 27.834 0.0751
H -7.781 -0.968 29.990 0.1206
H -6.342 -0.185 27.903 0.1145
H -7.703 -0.815 27.044 0.1133
H -4.947 -1.840 27.075 0.0673
H -6.252 -2.880 26.442 0.0841
H -5.153 -3.476 27.723 0.0863
H -7.753 1.359 29.655 0.0458
H -9.304 1.101 29.620 -0.0186
C -6.791 -4.218 34.850 -0.0584
C -5.369 -4.762 34.859 -0.4741
C -4.827 -4.939 36.266 -0.1900
O -3.456 -5.349 36.141 -0.2172
C -2.990 -5.969 37.308 -0.1208
N -5.334 -6.049 34.248 0.0567
H -7.042 -3.483 35.611 0.0529
H -7.551 -4.999 35.045 0.0979
H -7.020 -3.669 33.946 0.0558
H -4.723 -4.087 34.380 0.0855
H -5.407 -5.806 36.750 0.1504
H -5.015 -4.023 36.834 0.1054
H -3.579 -6.966 37.407 0.1176
H -3.034 -5.409 38.260 0.0892
H -1.942 -6.123 37.076 0.0823
H -5.590 -5.922 33.240 0.0976
H -4.413 -6.403 34.333 0.0531
C -10.077 5.448 25.195 -0.0726
C -8.739 4.876 25.506 -0.4818
C -8.282 3.691 24.649 -0.2373
O -9.021 2.534 24.715 -0.1745
C -9.067 1.909 26.021 -0.0789
N -7.677 5.884 25.455 0.0449
H -10.155 5.870 24.160 0.0933
H -10.350 6.277 25.911 0.0909
H -10.810 4.662 25.264 0.0664
H -8.847 4.682 26.536 0.0865
H -7.230 3.560 24.919 0.1091
H -8.252 3.989 23.557 0.1487
H -8.109 1.907 26.506 0.0380
H -9.335 0.766 25.906 0.1206
H -9.790 2.396 26.683 0.0471
H -7.618 6.356 24.478 0.1279
H -6.806 5.539 25.759 0.0356
C -6.069 -0.268 35.683 -0.0378
C -7.112 0.400 36.643 -0.3713
C -7.970 1.479 35.908 -0.1598
O -7.133 2.640 35.595 -0.2482
C -7.875 3.763 35.095 -0.0972
N -8.197 -0.514 37.136 0.0402
H -5.412 0.538 35.262 0.0696
H -6.571 -0.900 34.929 0.0712
H -5.373 -0.932 36.203 0.0405
H -6.731 0.829 37.578 0.1327
H -8.727 1.955 36.565 0.1256
H -8.390 1.080 34.945 0.1221
H -8.833 3.867 35.633 0.0913
H -8.121 3.688 34.048 0.0538
H -7.158 4.594 35.199 0.0883
H -7.706 -1.313 37.534 0.0644
H -8.588 -0.845 36.279 0.0231
C 1.795 7.797 29.555 -0.0768
C 1.331 7.272 30.853 -0.4446
C 0.687 8.515 31.541 -0.1699
O 1.736 9.475 31.793 -0.2123
C 1.344 10.626 32.416 -0.1554
N 0.391 6.176 30.885 0.0720
H 2.379 8.699 29.764 0.0909
H 0.973 7.968 28.899 0.0727
H 2.487 7.177 28.995 0.0658
H 2.267 7.111 31.415 0.1398
H 0.221 8.236 32.471 0.0917
H 0.004 8.923 30.771 0.1284
H 0.538 11.123 31.818 0.0980
H 2.230 11.305 32.460 0.0983
H 1.024 10.491 33.446 0.0763
H 0.072 5.921 31.828 0.0615
H 0.626 5.423 30.302 0.0354
C -4.465 0.713 24.612 -0.0443
C -3.664 1.736 25.426 -0.3983
C -2.816 1.007 26.495 -0.1866
O -3.670 0.222 27.336 -0.2275
C -2.977 -0.380 28.415 -0.0953
N -2.733 2.508 24.574 0.0567
H -4.009 -0.274 24.688 0.0728
H -4.430 1.000 23.562 0.0742
H -5.476 0.553 24.956 0.0634
H -4.348 2.464 25.840 0.1075
H -2.294 1.851 27.073 0.1397
H -2.090 0.388 26.043 0.1084
H -2.684 0.479 29.104 0.0987
H -2.086 -0.911 28.126 0.0941
H -3.683 -1.015 28.937 0.0663
H -2.192 3.128 25.181 0.0346
H -2.134 2.023 24.000 0.0319
C 2.243 4.793 26.837 -0.0493
C 0.920 4.202 26.185 -0.3933
C -0.232 5.098 26.633 -0.2686
O -1.451 4.757 26.104 -0.2146
C -2.471 5.708 26.530 -0.0457
N 1.015 4.168 24.721 0.0355
H 2.092 4.932 27.906 0.0492
H 2.515 5.783 26.417 0.0822
H 3.047 4.053 26.698 0.0775
H 0.880 3.171 26.436 0.1176
H 0.074 6.128 26.358 0.1312
H -0.302 5.164 27.708 0.1094
H -3.274 5.559 25.793 0.0982
H -2.087 6.738 26.440 0.0900
H -2.785 5.583 27.551 0.0626
H 0.129 3.869 24.297 0.0709
H 1.380 5.006 24.318 0.0587
C -11.573 0.902 33.577 -0.0380
C -10.443 0.735 32.536 -0.4077
C -9.744 -0.633 32.558 -0.2437
O -9.218 -1.117 33.742 -0.2118
C -9.822 -2.355 34.157 -0.0768
N -10.789 0.988 31.097 0.0449
H -11.869 1.985 33.573 0.0830
H -11.317 0.626 34.626 0.0830
H -12.387 0.337 33.116 0.0749
H -9.611 1.395 32.660 0.0950
H -8.974 -0.662 31.778 0.1044
H -10.521 -1.377 32.180 0.1306
H -9.998 -3.028 33.282 0.1024
H -10.800 -2.137 34.680 0.1067
H -9.092 -2.761 34.858 0.0553
H -11.380 0.241 30.713 0.0810
H -11.183 1.951 30.940 0.0743
C -3.055 8.434 33.142 -0.0527
C -2.810 7.001 33.479 -0.4323
C -3.159 6.057 32.330 -0.1759
O -4.436 6.265 31.685 -0.1870
C -5.589 5.956 32.432 -0.1102
N -1.386 6.673 33.797 0.0585
H -4.064 8.497 32.753 0.0618
H -2.454 8.752 32.250 0.0864
H -2.870 9.165 33.918 0.0770
H -3.517 6.752 34.291 0.1239
H -3.004 5.020 32.617 0.0761
H -2.449 6.348 31.527 0.1220
H -5.784 6.603 33.262 0.0795
H -5.635 4.986 32.833 0.0598
H -6.486 6.171 31.866 0.0692
H -1.388 5.639 33.872 0.0509
H -1.142 7.065 34.700 0.0680
C -4.593 -2.640 32.050 -0.0633
C -4.213 -3.570 30.957 -0.4213
C -3.242 -4.684 31.370 -0.1659
O -1.953 -4.040 31.632 -0.2060
C -1.166 -4.836 32.548 -0.0899
N -5.520 -4.159 30.519 0.0543
H -5.386 -3.000 32.757 0.0743
H -4.983 -1.761 31.624 0.0595
H -3.741 -2.502 32.681 0.0515
H -3.719 -2.989 30.124 0.1337
H -3.112 -5.415 30.499 0.1441
H -3.651 -5.216 32.216 0.0886
H -0.294 -4.254 32.886 0.0877
H -0.746 -5.649 32.014 0.0630
H -1.763 -5.167 33.445 0.0933
H -5.357 -4.755 29.699 0.0688
H -5.972 -3.332 30.187 0.0319
C -5.192 4.975 28.794 -0.0598
C -5.180 3.479 29.085 -0.3530
C -5.881 3.241 30.400 -0.1815
O -5.807 1.812 30.735 -0.2022
C -6.375 1.613 32.032 -0.0898
N -5.986 2.828 27.967 0.0613
H -4.475 5.534 29.376 0.0514
H -6.137 5.466 29.055 0.0745
H -5.037 5.099 27.732 0.0548
H -4.176 3.095 29.086 0.1260
H -6.875 3.620 30.447 0.1032
H -5.437 3.761 31.188 0.0686
H -6.504 0.548 32.160 0.0806
H -7.347 2.041 32.074 0.0612
H -5.718 1.989 32.833 0.0901
H -5.607 1.894 27.847 0.0296
H -7.069 2.825 28.244 0.1038
```

Results
* E_LUMO: 0.474 eV
* orbital gap: 9.25 eV


Last place for stability: model 1